{
  "formula": "C18H41O2P3Rh",
  "method": "wB97M-V/def2-TZVPD",
  "species": ["Rh", "P", "P", "P", "H", "C", "C", "H", "C", "C", "C", "C", "C", "C", "C", "C", "C", "H", "H", "H", "H", "H", "H", "H", "H", "H", "H", "H", "H", "H", "H", "H", "H", "H", "H", "H", "H", "H", "H", "H", "H", "H", "H", "H", "H", "H", "C", "C", "C", "C", "C", "C", "O", "H", "H", "H", "H", "H", "H", "C", "O", "H", "H", "H", "H"],
  "coordinates": [[0.371171, 0.034464, 0.403714], [1.724354, 0.956981, 2.050548], [-0.912070, 1.830853, 0.170478], [2.155948, -0.589684, -0.793471], [-2.074124, -1.006430, 1.271068], [-1.159221, -1.506089, 0.923896], [-0.042322, -1.711034, 1.767602], [-0.058571, -1.386562, 2.807516], [0.961549, 1.197491, 3.694419], [2.431363, 2.612174, 1.679246], [3.184166, -0.036980, 2.535840], [-2.573598, 1.428874, -0.456066], [-1.286763, 2.892355, 1.611126], [-0.122240, 2.937868, -1.046148], [3.005014, -2.074102, -0.159855], [3.471398, 0.647804, -1.051536], [1.727751, -1.057263, -2.481731], [-1.272125, -2.158158, 0.054989], [0.645658, -2.527803, 1.520888], [0.645115, 0.227931, 4.097977], [0.091180, 1.858691, 3.640054], [1.700409, 1.639299, 4.379533], [1.644683, 3.369478, 1.590286], [3.027499, 2.584053, 0.760461], [3.090592, 2.908679, 2.505892], [2.877605, -1.065060, 2.758237], [3.621944, 0.392188, 3.447416], [3.948429, -0.030682, 1.752693], [-2.915185, 2.196225, -1.157077], [-3.248658, 1.402825, 0.400049], [-2.610108, 0.462425, -0.962317], [-2.044207, 3.640968, 1.334001], [-0.397333, 3.429080, 1.964112], [-1.694827, 2.277266, 2.427916], [-0.795050, 3.773430, -1.276545], [0.066593, 2.360688, -1.959280], [0.829054, 3.332538, -0.667564], [3.572179, -2.529793, -0.984528], [2.259067, -2.790841, 0.200342], [3.690163, -1.817317, 0.653891], [4.074316, 0.333546, -1.916115], [4.131289, 0.717034, -0.179615], [3.038652, 1.631495, -1.274967], [2.560571, -1.596681, -2.956121], [1.492573, -0.156533, -3.055997], [0.839767, -1.690012, -2.436954], [-1.703723, -1.568667, -3.290049], [-2.900430, -1.047949, -3.840622], [-3.488242, -1.681186, -4.946403], [-2.901527, -2.824612, -5.519208], [-1.700557, -3.321978, -4.995887], [-1.120762, -2.703466, -3.883871], [-1.226569, -1.225473, -2.033280], [-0.977311, -0.285086, -1.784025], [-3.399229, -0.184081, -3.374972], [-4.402904, -1.286741, -5.406516], [-3.381000, -3.334449, -6.355987], [-1.196032, -4.188948, -5.453259], [-0.234782, -3.140549, -3.425606], [-2.507697, -0.448334, 4.385217], [-2.176127, 0.918545, 4.203484], [-1.920096, -0.898245, 5.202172], [-2.246813, -0.967689, 3.451753], [-3.579041, -0.588341, 4.576265], [-2.610781, 1.431571, 4.902470]],
  "forces_ev_per_a": [[0.0304, -0.5875, 1.5686], [0.8212, 0.6014, 1.7586], [-1.1177, 2.1391, -0.1638], [1.7358, -0.5343, -1.6678], [0.5369, -0.0293, -0.0923], [0.8322, -0.8239, 0.9155], [-1.4948, -0.2176, -0.4612], [0.0243, 0.0001, -0.3022], [-0.1851, 0.0698, -0.0970], [0.0072, -0.1562, -0.1253], [0.0226, 0.0306, -0.1107], [-0.0603, -0.0234, -0.2448], [0.0275, -0.1259, 0.1391], [-0.0364, -0.1592, -0.1365], [-0.0847, -0.0781, 0.1174], [0.0524, 0.0814, -0.0214], [-0.0129, -0.2493, -0.2830], [0.0406, 0.3210, 0.2581], [-0.1164, 0.4950, 0.0847], [0.0245, 0.2905, -0.0303], [0.1862, -0.2934, 0.0948], [-0.1138, -0.1434, -0.2689], [0.2171, -0.1829, -0.0291], [-0.1724, 0.1102, 0.2192], [-0.1479, -0.1366, -0.1241], [0.0999, 0.1596, -0.0598], [-0.1357, -0.0224, -0.2396], [-0.1212, -0.0678, 0.2599], [0.0215, 0.0505, 0.1590], [-0.0699, -0.0622, -0.0568], [-0.1143, 0.1225, 0.1809], [0.1910, -0.2290, -0.1195], [-0.2491, -0.1888, -0.1172], [0.0906, 0.1197, -0.1862], [0.1279, -0.1131, 0.0506], [0.0188, 0.2555, 0.0484], [-0.2515, -0.1203, -0.0680], [-0.1248, 0.1559, 0.2325], [0.2995, 0.0169, -0.1057], [-0.1998, -0.1671, -0.2090], [-0.1394, 0.0354, 0.2339], [-0.1710, 0.0739, -0.2437], [0.1463, -0.2297, 0.0270], [-0.2109, 0.2252, 0.0631], [0.0371, -0.0974, -0.0491], [0.4607, 0.0650, -0.0984], [-0.2214, 0.1582, 1.8675], [-1.3851, 0.3723, -1.1867], [0.0536, 1.5698, 1.1014], [-0.1505, -0.1911, -0.3435], [1.7673, 0.0116, 1.2178], [0.1257, -1.6685, -1.1289], [-0.1387, 0.1337, -1.9943], [-0.7881, -0.9824, -0.7248], [0.3150, -0.4690, -0.3019], [0.3468, -0.1181, 0.4664], [0.0842, 0.1898, 0.1748], [-0.4177, 0.4836, 0.3273], [-0.2006, 0.1186, -0.2125], [0.0526, -0.4939, 0.0721], [-0.1841, 0.4996, 0.0912], [-0.2658, 0.1053, -0.1826], [-0.1625, 0.0905, 0.2956], [0.2655, -0.0378, -0.0298], [0.1815, -0.1525, -0.2087]],
  "charge": 3,
  "largest_force_ev_per_a": 2.47,
  "spin_multiplicity": 5,
  "e_above_lowest_kj_mol": 0.0,
  "orbital_gap_ev": [8.0, 5.0]
}